Below is a molecular structure, C16H44F3N4O4PSi2 in a non-equilibrium geometry, with properties calculated with ωB97M-V/def2-TZVPD.

Calculated values
E_LUMO, eV: -1.40
HOMO level, eV: -8.069
Molar mass, g/mol: 500.7
Orbital gap, Eh: 0.24505

```
74
Properties=species:S:1:pos:R:3:forces:R:3:lowdin_charge:R:1
N -3.44621 4.84866 0.74005 0.0 -1.0 0.7 -0.396
P -3.89263 3.83536 1.92658 0.6 1.6 -1.9 0.560
Si -2.75057 1.93309 1.64456 1.0 -1.2 2.5 0.416
C -3.48809 0.58705 2.84307 0.8 -0.9 -0.4 -0.291
C -2.39785 0.15427 3.95583 -2.0 2.2 0.4 -0.167
C -2.41678 1.24450 5.12331 1.8 0.7 -1.0 -0.157
F -3.62620 1.91513 5.44558 1.0 -2.6 0.6 -0.010
C -1.27507 1.57984 5.92351 -1.0 -0.7 0.1 -0.137
F -0.35131 2.55514 5.60355 -0.7 -3.3 0.6 0.094
F -1.07540 0.88012 7.13752 -0.4 3.2 -1.5 0.049
O -1.10738 2.19926 2.18771 -1.0 -0.5 -2.6 -0.510
Si -0.01478 2.12694 0.83365 -0.4 0.3 1.1 0.569
H -2.76398 4.36197 0.14311 -0.3 0.4 0.2 -0.090
H -5.31691 3.58577 1.86575 0.7 0.0 0.7 -0.027
H -3.57798 4.35228 3.22785 -0.6 -0.5 -0.2 -0.023
H -2.79113 1.47968 0.23538 -0.1 0.4 0.1 -0.013
H -4.43332 1.01342 3.29293 1.1 -0.7 -0.2 0.068
H -3.74415 -0.36145 2.26458 0.1 1.3 0.6 0.057
H -2.78018 -0.80282 4.45523 0.8 1.2 -0.6 0.128
H -1.36264 0.01491 3.52576 -1.1 0.2 0.7 0.114
H 0.03421 3.47440 0.23805 -0.1 -0.1 -0.1 -0.048
H 1.35400 1.73159 1.20843 -0.1 0.0 0.3 -0.076
H -0.52084 1.10372 -0.09479 0.0 0.0 -0.1 -0.068
C 7.02654 2.35717 -0.66965 0.3 0.0 0.0 -0.073
C 5.94422 3.04013 -1.49987 -0.1 -0.3 0.2 -0.431
C 4.90922 3.80407 -0.64917 -0.1 0.1 -0.4 -0.202
O 3.94012 2.96997 -0.02443 0.3 0.3 0.2 -0.208
C 4.36212 2.40334 1.20578 -0.3 -0.2 -0.2 -0.112
N 5.30317 2.04095 -2.36176 -0.2 0.3 0.1 0.043
H 6.66174 1.46471 -0.15796 -0.1 0.1 -0.1 0.063
H 7.85334 2.04117 -1.31045 -0.1 0.0 0.0 0.076
H 7.43293 3.04041 0.08146 0.0 0.0 0.0 0.078
H 6.44515 3.77281 -2.14201 -0.1 0.0 0.0 0.134
H 4.34290 4.45787 -1.32066 -0.1 -0.1 0.0 0.120
H 5.39362 4.45818 0.08528 0.1 -0.1 0.1 0.117
H 4.99930 3.08441 1.77644 0.1 0.0 -0.1 0.092
H 4.87849 1.45794 1.02705 0.2 0.0 0.2 0.075
H 3.47247 2.18524 1.79923 0.0 0.1 -0.1 0.055
H 4.64141 2.51445 -2.97414 0.1 0.0 -0.1 0.071
H 4.70790 1.46388 -1.76847 0.2 -0.2 -0.1 0.038
C -4.48358 -5.53491 0.07086 0.0 -0.3 0.0 -0.073
C -4.69805 -4.45678 -0.98692 0.1 0.1 0.4 -0.431
C -3.50077 -3.49611 -1.13533 -0.2 0.1 -0.3 -0.203
O -3.41284 -2.51008 -0.11376 0.3 -0.3 -0.1 -0.197
C -2.76587 -2.94497 1.06961 -0.2 0.3 0.0 -0.105
N -5.93859 -3.73377 -0.68449 0.2 0.2 -0.2 0.037
H -4.56090 -5.14591 1.08784 0.0 0.1 -0.1 0.064
H -5.23811 -6.31900 -0.02822 0.0 0.1 0.0 0.077
H -3.50237 -6.00430 -0.04233 0.0 0.0 0.0 0.078
H -4.82746 -4.96817 -1.94681 0.0 0.1 0.0 0.135
H -3.63444 -2.93808 -2.06797 0.0 0.1 0.1 0.121
H -2.55535 -4.04268 -1.23316 0.0 -0.1 0.1 0.116
H -1.94714 -3.63920 0.86127 -0.1 -0.1 0.0 0.093
H -3.48946 -3.40172 1.74791 0.1 -0.2 0.1 0.078
H -2.35529 -2.06550 1.57048 0.0 0.0 -0.1 0.068
H -6.12413 -3.07321 -1.43674 -0.1 -0.1 0.0 0.073
H -5.75305 -3.13461 0.11925 -0.1 -0.2 0.0 0.068
C 2.83138 -2.05921 -3.95926 0.1 -0.2 -0.1 -0.069
C 2.52754 -1.84336 -2.48007 -0.1 0.2 -0.3 -0.425
C 1.01938 -1.83346 -2.15822 0.1 0.1 0.4 -0.205
O 0.35983 -0.61991 -2.49612 0.0 -0.4 -0.1 -0.209
C -0.04847 -0.53027 -3.85121 0.0 0.4 0.1 -0.103
N 3.18284 -0.60865 -2.03419 -0.2 0.0 0.3 0.044
H 2.62143 -1.17509 -4.56382 0.0 0.0 0.1 0.065
H 3.88887 -2.29630 -4.09860 -0.1 0.1 0.1 0.078
H 2.24979 -2.89402 -4.36023 0.0 0.1 0.0 0.078
H 2.97331 -2.68186 -1.93404 -0.1 0.1 0.1 0.135
H 0.90954 -1.93303 -1.07279 0.0 0.1 0.0 0.118
H 0.50596 -2.69443 -2.60256 0.0 0.0 -0.2 0.116
H -0.36995 -1.49707 -4.24843 0.1 0.0 0.0 0.090
H 0.75511 -0.11584 -4.46286 0.0 -0.1 -0.2 0.075
H -0.89130 0.16167 -3.90287 0.0 -0.1 0.1 0.088
H 3.04888 -0.51258 -1.02884 0.1 0.0 0.0 0.073
H 2.65383 0.17285 -2.42131 0.1 -0.1 0.0 0.073
```
Positions in Å, forces in eV/Å.